{
  "formula": "C5H10O2",
  "method": "ωB97M-V/def2-TZVPD",
  "elements": ["O", "O", "C", "C", "C", "C", "C", "H", "H", "H", "H", "H", "H", "H", "H", "H", "H"],
  "coordinates": [[0.50377, -0.08345, -1.82670], [1.26481, 0.96590, 0.29799], [-0.95086, -0.96661, -0.07022], [0.42983, -0.98103, -0.72268], [-0.07468, 1.46092, 0.42177], [1.43827, -0.44822, 0.29312], [-1.25119, 0.43645, 0.52119], [0.66684, -1.99048, -1.08017], [1.03058, 0.64974, -1.47869], [2.46059, -0.66404, -0.04901], [-0.26228, 2.10256, -0.45132], [-1.70742, -1.25854, -0.80982], [-2.12206, 0.85261, -0.00965], [-0.06500, 2.09046, 1.31663], [1.32920, -0.85020, 1.30918], [-1.55973, 0.34423, 1.57077], [-0.96500, -1.71318, 0.74241]],
  "atomic_forces_ev_per_a": [[-0.212, -0.577, -0.235], [0.449, -0.054, 0.285], [0.013, 0.128, -0.002], [-0.102, -0.145, 0.180], [-0.657, 0.130, 0.126], [0.011, -0.158, -0.020], [0.066, -0.023, 0.012], [0.086, 0.141, 0.158], [-0.046, 0.180, -0.356], [-0.206, 0.351, 0.142], [0.179, -0.124, 0.241], [0.151, 0.090, 0.200], [0.419, 0.070, 0.220], [-0.152, 0.008, -0.134], [-0.183, -0.120, -0.208], [0.137, -0.042, -0.237], [0.047, 0.144, -0.370]],
  "lowdin_charge": [-0.03, -0.17, -0.14, -0.36, -0.18, -0.14, -0.14, 0.15, 0.07, 0.13, 0.12, 0.11, 0.11, 0.12, 0.13, 0.10, 0.12],
  "e_tot_ha": -346.95788,
  "molar_mass_g_mol": 102.13,
  "de_lowest_ev": 1.838,
  "smiles": "O[C@@H]1CCCOC1"
}

---

{
  "formula": "C46H90F12N3O9S",
  "method": "ωB97M-V/def2-TZVPD",
  "elements": ["S", "F", "F", "F", "F", "F", "F", "F", "F", "F", "F", "F", "F", "O", "O", "O", "O", "O", "O", "O", "O", "O", "N", "N", "N", "C", "C", "C", "C", "C", "C", "C", "C", "C", "C", "C", "C", "C", "C", "C", "C", "C", "C", "C", "C", "C", "C", "C", "C", "C", "C", "C", "C", "C", "C", "C", "C", "C", "C", "C", "C", "C", "C", "C", "C", "C", "C", "C", "C", "C", "C", "H", "H", "H", "H", "H", "H", "H", "H", "H", "H", "H", "H", "H", "H", "H", "H", "H", "H", "H", "H", "H", "H", "H", "H", "H", "H", "H", "H", "H", "H", "H", "H", "H", "H", "H", "H", "H", "H", "H", "H", "H", "H", "H", "H", "H", "H", "H", "H", "H", "H", "H", "H", "H", "H", "H", "H", "H", "H", "H", "H", "H", "H", "H", "H", "H", "H", "H", "H", "H", "H", "H", "H", "H", "H", "H", "H", "H", "H", "H", "H", "H", "H", "H", "H", "H", "H", "H", "H", "H", "H"],
  "coordinates": [[-1.27183, -0.27983, -1.85641], [-1.01624, 4.75805, -7.25866], [7.01214, -3.84339, -4.17908], [-0.09075, 9.28177, -1.27521], [0.37209, 3.54281, -8.44403], [-3.14477, 0.48982, -3.51584], [5.87322, -2.45723, -5.40259], [5.67972, -4.55480, -5.76892], [-1.30098, -0.17859, -4.50514], [-1.38421, 9.06167, 0.49629], [-0.05100, 7.45611, -0.18785], [-0.06571, 2.99369, -6.40712], [-1.44421, 1.74787, -3.53565], [3.45385, -3.37128, -4.44660], [0.20345, -0.29848, -1.89239], [-1.96546, 2.43074, -9.39805], [-1.84369, 0.58922, -0.85324], [-3.09633, 8.68260, -1.52015], [-2.40336, 6.53941, -1.16726], [4.38287, -4.85207, -3.12187], [-1.83521, -1.63678, -1.81695], [-3.07317, 2.92525, -7.52845], [1.98221, -4.00311, 0.29539], [1.17867, 3.08113, 0.19832], [-4.28601, -1.64107, 6.54912], [-0.61372, 4.52146, 0.76776], [2.63221, 2.82341, 0.45795], [-5.21215, -1.18950, 8.70629], [1.98927, -2.55924, 0.71220], [3.19345, 1.55454, -0.10893], [-2.81889, -1.44223, 4.43227], [1.74408, -2.04091, -5.32001], [-3.17005, -1.12503, 7.43537], [0.45038, -4.02920, -1.60965], [5.78827, -3.65072, -4.75871], [4.65736, -3.67929, -3.71034], [0.68135, -4.70134, 0.69561], [-2.74325, -0.68303, 3.11399], [-1.80256, 2.55218, -8.08279], [-4.51285, 3.45991, -5.65295], [-3.14659, 2.90803, -6.11620], [-5.24912, -3.83290, 5.54316], [-3.04129, 4.31617, -1.73824], [0.85309, 2.96894, -1.29564], [4.46521, -4.17958, 0.09581], [1.43030, 3.71658, -3.66400], [0.88848, 4.49522, 0.73829], [-0.93599, 8.46658, -0.59617], [0.18260, 2.26746, 1.02741], [-4.09076, -1.03146, 5.16792], [-1.06372, 3.13789, 1.15752], [5.23753, -0.08462, -0.04312], [-1.80364, 0.47812, -3.48655], [3.07077, -2.00114, -4.61202], [-2.02957, 7.88394, -1.51490], [-5.53840, -1.14417, 7.19645], [-2.45916, 5.65080, -2.25240], [4.61432, 1.25786, 0.38484], [-1.59659, -1.13091, 2.22319], [-5.04101, -5.34912, 5.52833], [5.70162, -4.41493, 0.98122], [1.89045, -4.16965, -1.23589], [2.19361, -2.33190, 2.19006], [6.99359, -3.81978, 0.42603], [-0.65145, 3.47436, -7.54009], [2.15178, -0.83130, 2.53459], [-3.68740, -1.37241, 8.84343], [-0.36410, -4.53944, -0.42285], [3.19581, -4.75438, 0.73318], [1.60532, 3.96338, -2.15367], [-4.21568, -3.16672, 6.46776], [7.21159, -3.99136, -0.63177], [2.81317, 2.93282, 1.53321], [-1.83115, 2.68127, 0.52982], [1.29145, -1.05078, -5.35391], [-4.02873, -5.73237, 5.41481], [-2.23233, -1.63870, 7.24463], [1.01102, -5.73074, 0.82380], [-1.57437, 7.87283, -2.52608], [4.50436, -0.75470, -0.49654], [1.52209, 2.66036, -3.93828], [3.29313, 1.55323, -1.19960], [-5.83384, -1.93211, 9.21090], [1.40438, 5.00066, -1.89293], [-5.56647, -0.30014, 9.22951], [-3.36887, -2.35806, 9.17169], [-1.87119, -2.06856, 1.73328], [-4.52997, -3.45992, 7.47040], [1.33523, -0.32332, 2.01070], [7.85852, -4.23684, 0.94348], [1.89842, -2.33617, -6.35943], [3.29011, -4.82820, 1.81728], [-3.10513, 6.00921, -3.05645], [3.16220, 3.72412, 0.13906], [-4.15547, 0.05138, 5.25855], [-4.43926, 4.53319, -5.84235], [-1.89113, -1.22896, 4.97049], [2.67408, 3.77329, -2.01462], [0.24344, -4.62465, -2.49436], [-1.06471, 4.77896, -0.19095], [1.42227, 5.29883, 0.24402], [0.26141, -2.96891, -1.76711], [1.11232, 1.91866, -1.44041], [-3.68214, -0.77398, 2.55883], [0.43543, 3.97182, -4.02610], [3.09903, -5.78603, 0.39283], [1.47291, -2.84265, 2.82997], [1.07646, -2.76534, -4.85763], [3.06849, -0.29561, 2.29293], [-0.76997, -5.53055, -0.62154], [-6.21692, -3.63608, 6.00313], [2.52925, -3.37787, -1.62027], [-0.67004, -1.28338, 2.77869], [-0.23456, 3.00255, -1.35396], [-4.91765, -1.38636, 4.55396], [1.87990, -0.61842, 3.57081], [-4.08142, 4.43544, -1.43903], [4.84492, -2.84898, -3.00107], [3.80751, -1.37150, -5.11872], [-0.94231, 5.27549, 1.48214], [0.69392, 2.10372, 1.97959], [5.27194, 2.08505, 0.11353], [2.53772, 0.69883, 0.07869], [1.21447, 4.48229, 1.78288], [-2.67970, 0.39447, 3.29849], [-2.33817, 3.39516, -5.56357], [0.08391, 1.29357, 0.54712], [-3.13531, 1.85893, -5.77969], [4.37070, -3.09525, 0.01509], [-5.25317, -3.46110, 4.52000], [2.68964, -1.99184, 0.09813], [5.67219, -4.06707, 2.01948], [1.05315, -2.14198, 0.32262], [-2.83446, -2.51909, 4.24343], [-3.35552, -0.56352, 9.48986], [-6.39796, -1.78577, 7.02357], [-1.46552, 5.40563, -2.64942], [-2.45361, 3.94782, -0.89633], [-2.99302, 3.61131, -2.57081], [3.18357, -2.70913, 2.45546], [-1.51922, -0.40526, 1.41177], [-4.49917, 3.34398, -4.56621], [-1.44265, 3.01747, 2.17521], [0.24965, -4.31129, 1.61719], [-1.14278, -3.86816, -0.06989], [-5.33841, -5.78773, 6.48876], [5.86920, -5.49503, 1.05848], [2.98343, -1.58510, -3.59474], [2.29587, -5.13675, -1.53034], [-5.37061, 3.00149, -6.13108], [-5.80278, -0.13256, 6.89921], [-5.76495, -5.79291, 4.84706], [2.21273, 4.17653, -4.26376], [-3.16109, -3.37604, 6.31934], [4.71881, -4.62627, -0.86941], [4.55810, 1.27805, 1.48119], [-3.04059, -0.05563, 7.27711], [6.99412, -2.72860, 0.49621], [-1.57423, 1.54689, -7.66196], [5.68352, -0.63614, 0.78362], [6.02259, 0.13276, -0.76489]],
  "atomic_forces_ev_per_a": [[0.705, -2.044, -0.127], [0.218, -0.466, -0.117], [-0.405, -0.015, -0.153], [-0.661, 0.491, 0.339], [-0.566, 0.154, 0.576], [0.037, -0.554, -0.240], [0.064, 0.155, 0.346], [-0.040, 0.178, 0.949], [-0.063, -0.167, -0.269], [0.368, 0.176, 0.083], [-0.095, 0.009, 0.567], [-0.140, 0.004, 0.201], [0.776, 0.591, -0.036], [0.059, 1.246, -0.830], [-0.749, 0.421, 0.105], [1.091, 0.965, 1.284], [-0.042, 0.800, 0.440], [1.076, -0.308, 0.293], [0.842, -0.737, 0.547], [1.597, 0.818, 0.122], [0.252, 0.981, -0.286], [0.025, 1.251, 1.563], [-0.926, -0.802, -0.369], [0.188, 1.746, 0.531], [0.808, 0.768, -1.547], [-0.765, 1.188, -0.211], [0.135, 0.695, 0.420], [-0.763, -0.123, 0.477], [-0.954, 0.270, -0.912], [0.693, -0.987, -0.999], [0.023, 0.054, 0.123], [0.112, 0.445, -0.523], [-0.333, -0.239, 0.719], [-0.418, 0.688, -0.044], [0.590, -0.479, -0.675], [-2.084, -2.113, 0.464], [0.121, -0.124, 0.468], [-0.313, 0.282, -0.181], [-0.983, -1.919, -2.599], [1.897, 0.736, 0.156], [-1.407, -1.311, -0.158], [0.859, -0.025, 0.235], [0.157, 0.623, -0.677], [-0.175, -0.623, 0.882], [0.891, 0.387, 1.307], [-0.606, -0.702, -0.094], [-0.370, -0.961, 0.555], [0.720, -1.666, -0.550], [1.460, -0.387, -0.295], [-0.041, -0.532, -0.385], [0.032, -1.730, 0.226], [-0.215, 0.420, -0.281], [-0.588, -0.151, 1.172], [0.095, -0.750, 0.892], [-2.669, 2.346, -1.257], [-0.235, -0.234, 1.398], [-0.444, -0.994, 0.752], [-0.339, -0.016, 1.294], [-0.631, -0.142, -0.321], [-0.781, -0.452, 1.049], [0.685, -0.694, -0.219], [0.826, 0.618, -0.007], [0.534, 0.606, 0.405], [0.296, 0.319, -0.618], [0.334, 0.513, -1.142], [-0.718, 0.345, -0.179], [-0.463, 0.575, -0.174], [0.933, -0.345, 0.549], [0.919, -0.385, -0.326], [0.797, -0.694, -0.718], [-0.978, 0.627, 0.655], [-0.528, -0.380, -0.048], [-0.452, -0.664, 0.176], [-0.022, 0.429, -0.211], [-0.185, -0.002, 0.152], [0.060, 0.362, -0.682], [-0.101, -0.005, -0.300], [-0.351, -0.079, 0.140], [0.583, -0.512, -0.021], [0.029, 0.105, -0.202], [0.019, -0.130, 0.437], [-0.425, 0.412, -0.044], [0.459, -0.484, -0.158], [-0.200, 0.006, -0.009], [0.312, 0.333, -0.385], [-0.142, 0.114, 0.404], [0.156, -0.095, 0.051], [0.498, -0.289, 0.123], [0.126, -0.156, -0.368], [-0.027, 0.250, 0.261], [-0.011, -0.136, 0.034], [-0.319, 0.464, 0.085], [0.142, 0.279, -0.094], [0.003, -0.231, -0.691], [-0.043, -0.009, 0.198], [-0.638, 0.044, -0.124], [-0.155, 0.018, 0.274], [0.061, 0.245, 0.393], [0.022, 0.382, -0.226], [0.350, 0.428, 0.189], [-0.176, -0.169, -0.458], [-0.474, -0.109, -0.410], [-0.043, 0.124, -0.826], [0.008, -0.210, -0.011], [0.116, 0.384, -0.069], [-0.329, 0.059, -0.102], [-0.123, -0.221, -0.271], [-0.055, 0.114, 0.115], [0.076, -0.146, -0.005], [-0.267, 0.125, -0.008], [-0.181, 0.009, -0.346], [0.064, -0.322, -0.505], [0.080, 0.236, -0.085], [-0.014, 0.262, -0.219], [-0.193, 0.259, 0.132], [0.447, -0.379, 0.204], [0.006, 0.019, 0.116], [0.321, 0.491, 0.041], [0.004, -0.244, -0.254], [-0.101, 0.095, -0.211], [-0.036, 0.125, 0.076], [-0.003, 0.009, -0.065], [-0.052, 0.055, 0.255], [0.335, -0.128, -0.077], [0.197, -0.034, 0.241], [0.028, 0.368, -0.299], [-0.393, 0.118, -0.168], [0.307, -0.131, -0.061], [-0.030, -0.014, -0.381], [0.130, 0.156, 0.055], [0.450, -0.358, 0.211], [-0.708, 0.138, 0.001], [-0.276, -0.145, 0.390], [0.005, -0.003, -0.104], [0.520, -0.461, 0.259], [0.213, -0.065, -0.585], [0.173, 0.341, -0.199], [-0.323, -0.137, -0.233], [-0.051, -0.221, 0.191], [-0.037, -0.071, 0.151], [0.453, -0.068, -0.033], [-0.512, -0.111, 0.037], [0.105, 0.365, 0.085], [0.615, -0.026, 0.253], [-0.142, 0.077, -0.464], [-0.022, 0.278, 0.136], [-0.138, -0.073, 0.018], [-0.228, 0.238, 0.028], [0.348, 0.133, 0.258], [0.026, -0.074, -0.043], [0.404, -0.041, -0.437], [0.436, -0.086, -0.384], [-0.201, 0.530, 0.152], [-0.123, -0.378, -0.284], [-0.578, 0.244, -0.448], [0.187, 0.075, 0.038], [-0.142, -0.046, -0.380], [0.073, -0.013, 0.324], [0.328, -0.024, 0.712], [0.048, 0.173, 0.122], [-0.028, -0.405, -0.156]],
  "lowdin_charge": [0.48, 0.10, 0.09, 0.10, 0.09, 0.12, 0.10, 0.12, 0.17, 0.15, 0.03, 0.07, 0.13, -0.12, -0.36, -0.22, -0.34, -0.20, -0.12, -0.21, -0.34, -0.09, -0.19, -0.19, -0.22, -0.16, -0.14, -0.14, -0.12, -0.19, -0.19, -0.07, -0.10, -0.13, -0.52, -0.52, -0.09, -0.25, -0.55, -0.06, -0.30, -0.21, -0.05, -0.09, -0.17, -0.07, -0.08, -0.52, -0.10, -0.12, -0.14, -0.08, -0.69, -0.28, -0.55, -0.08, -0.27, -0.25, -0.07, -0.09, -0.26, -0.08, -0.20, -0.11, -0.50, -0.08, -0.14, -0.12, -0.13, -0.19, -0.10, 0.08, 0.13, 0.09, 0.07, 0.08, 0.13, 0.12, 0.13, 0.05, 0.08, 0.13, 0.12, 0.11, 0.12, 0.12, 0.08, 0.13, 0.05, 0.07, 0.08, 0.12, 0.13, 0.13, 0.14, 0.07, 0.12, 0.10, 0.14, 0.08, 0.13, 0.09, 0.10, 0.13, 0.07, 0.14, 0.10, 0.07, 0.06, 0.12, 0.11, 0.13, 0.06, 0.13, 0.13, 0.08, 0.08, 0.13, 0.11, 0.14, 0.12, 0.11, 0.10, 0.13, 0.11, 0.09, 0.10, 0.10, 0.09, 0.11, 0.12, 0.10, 0.14, 0.12, 0.12, 0.13, 0.11, 0.02, 0.06, 0.11, 0.06, 0.05, 0.11, 0.11, 0.10, 0.08, 0.11, 0.10, 0.14, 0.07, 0.14, 0.08, 0.08, 0.13, 0.10, 0.09, 0.15, 0.06, 0.13, 0.06, 0.08],
  "e_tot_ha": -4244.49711,
  "molar_mass_g_mol": 1089.28,
  "charge": -1
}